The following is a DFT calculation (ωB97M-V/def2-TZVPD) of C35H46HfN2O4P2S2 as an isolated structure.

Calculated values
Energy relative to the best compared isomer or geometry (same formula, charge and spin) ... 0.546 eV
Frontier orbital gap ... 5.42 eV
Energy ... -3299.0977 Ha

The geometry in ORCA input format:
```
! wB97M-V def2-TZVPD RIJCOSX def2/J DEFGRID3
* xyz 0 1
Hf 0.2228 -0.6654 -0.4185
C 1.5102 2.9407 -2.6518
C 2.7133 2.2920 -1.9626
C 3.9187 3.2304 -1.9898
P 2.2234 1.4439 -0.3785
C 3.7684 1.2115 0.6338
C 3.4905 0.3414 1.8621
C 4.4179 2.5026 1.1387
C 1.2499 2.6252 0.6015
C 1.2668 4.0124 0.4798
C 0.3187 4.7994 1.1156
C -0.6658 4.1840 1.8843
C -0.6792 2.8084 2.0313
C 0.2833 2.0092 1.4050
N 0.2294 0.5927 1.5115
C 0.1738 0.1662 2.8505
C 0.6612 0.9577 3.9082
C 0.5508 0.5547 5.2243
C -0.0577 -0.6493 5.5568
C -0.5203 -1.4556 4.5329
C -0.3871 -1.0806 3.1966
P -0.9207 -2.0216 1.7641
C -0.5558 -3.8231 1.9559
C 0.9130 -4.0811 1.6177
C -0.8778 -4.4947 3.2940
C -2.7656 -1.8313 1.7088
C -3.5613 -2.6396 2.7297
C -3.1141 -0.3461 1.8300
H 1.7955 3.2214 -3.6684
H 1.1842 3.8460 -2.1366
H 0.6767 2.2453 -2.7251
H 2.9809 1.4192 -2.5619
H 3.7934 4.1093 -1.3573
H 4.0554 3.5847 -3.0147
H 4.8378 2.7236 -1.6966
H 4.4513 0.6748 -0.0344
H 2.8761 0.8880 2.5778
H 4.4374 0.1079 2.3547
H 2.9977 -0.5927 1.6139
H 3.7063 3.0728 1.7394
H 4.7987 3.1497 0.3575
H 5.2555 2.2419 1.7902
H 2.0286 4.4868 -0.1248
H 0.3461 5.8766 1.0163
H -1.4231 4.7824 2.3760
H -1.4400 2.3333 2.6394
H 1.1269 1.9099 3.6945
H 0.9436 1.1972 6.0030
H -0.1618 -0.9547 6.5889
H -0.9984 -2.3920 4.7771
H -1.1704 -4.2700 1.1659
H 1.5717 -3.4837 2.2559
H 1.1331 -3.8573 0.5779
H 1.1465 -5.1319 1.8007
H -0.1317 -4.2232 4.0414
H -0.8201 -5.5767 3.1597
H -1.8635 -4.2629 3.6916
H -3.0405 -2.1834 0.7095
H -3.2464 -2.4048 3.7487
H -3.4655 -3.7122 2.5682
H -4.6210 -2.3860 2.6474
H -2.9533 -0.0070 2.8558
H -4.1654 -0.1856 1.5821
H -2.4991 0.2856 1.1853
O -2.4972 2.7612 -1.4801
C -1.9165 1.5866 -1.3383
O -0.7911 1.4523 -0.9013
C -2.6795 0.3903 -1.7457
C -3.8756 0.3862 -2.4267
C -4.3916 -0.8500 -2.8146
C -3.6861 -1.9991 -2.5153
C -2.4872 -1.8903 -1.8169
N -2.0077 -0.7204 -1.4256
C -1.6261 -3.0830 -1.4354
O -2.0501 -4.2054 -1.6464
O -0.5339 -2.7265 -0.8862
H -1.8825 3.4389 -1.1466
H -4.3737 1.3160 -2.6596
H -5.3259 -0.9018 -3.3568
H -4.0181 -2.9875 -2.7996
C 2.8788 -0.3817 -4.4821
C 2.3071 -0.7848 -3.1388
S 0.5676 -0.5220 -2.9700
C 3.0639 -1.3305 -2.1747
C 4.5419 -1.5709 -2.3399
S 2.4196 -1.9369 -0.6411
H 2.1375 0.1698 -5.0572
H 3.1679 -1.2590 -5.0660
H 3.7648 0.2505 -4.3819
H 4.8550 -1.5141 -3.3812
H 4.8058 -2.5575 -1.9563
H 5.1288 -0.8432 -1.7699
*
```

Atom charges from the Mulliken analysis, given in e for atoms 1 to 5:
1 Hf 1.274
2 C -1.484
3 C 2.024
4 C -1.845
5 P 1.463